Computed, not measured: a molecular structure, C48H120As2F24N10O22 in a non-equilibrium geometry, with wB97M-V/def2-TZVPD.

```
226
Properties=species:S:1:pos:R:3:forces:R:3
C 15.3863 25.8921 13.3435 0.91 0.35 0.76
C 16.9273 25.8009 13.0604 -2.19 0.43 -2.13
C 17.7989 25.5139 14.2640 2.16 -1.01 0.20
O 19.1345 25.2446 13.7895 -0.77 -0.05 -1.69
C 19.9778 24.6900 14.7454 1.15 0.26 0.46
N 17.1100 24.7276 11.9725 0.97 -0.08 1.34
H 18.1138 24.6658 11.8788 0.74 -0.67 0.11
H 16.7378 23.8436 12.2890 -0.29 -0.90 -0.07
H 16.7822 24.9244 11.0377 -0.84 0.35 -0.02
H 14.6406 26.1201 12.5819 0.83 -0.26 -0.90
H 15.2492 26.7584 13.9905 0.01 -0.34 0.66
H 15.0733 24.9469 13.7872 -0.09 0.16 0.41
H 17.2760 26.6287 12.4429 0.08 0.71 0.88
H 17.5329 24.6225 14.8320 -0.83 -0.08 -0.11
H 18.0088 26.3058 14.9831 -1.21 0.65 -0.12
H 19.6315 23.7372 15.1460 -0.28 0.07 0.18
H 20.2046 25.4348 15.5083 -0.45 -0.09 0.66
H 20.9738 24.5386 14.3293 -0.22 -0.22 -0.58
C 11.5973 21.1316 17.9256 -0.17 0.12 0.87
C 12.5660 20.6083 18.9555 0.54 -0.45 1.37
C 11.8979 20.2428 20.3464 1.04 0.21 -0.80
O 12.8403 20.0626 21.4854 -1.01 0.82 -3.82
C 12.1358 20.2263 22.6677 0.18 -0.18 1.65
N 13.3125 19.3838 18.4102 0.62 1.42 0.57
H 13.8995 19.7065 17.6543 0.32 0.04 -0.32
H 13.9214 19.0199 19.1291 0.29 -0.33 0.41
H 12.7422 18.6306 18.0528 -1.71 -0.75 -0.05
H 12.0306 21.5816 17.0324 0.34 -0.75 -0.27
H 11.1583 22.0322 18.3549 -0.65 -0.22 0.20
H 10.8910 20.3159 17.7708 -0.37 0.41 -0.59
H 13.3223 21.3691 19.1483 0.33 -0.21 0.07
H 11.2828 19.3661 20.1433 0.04 -0.42 0.39
H 11.2109 21.0676 20.5356 0.12 0.11 0.30
H 12.7838 20.7209 23.3912 0.13 -0.08 0.05
H 11.9094 19.2253 23.0350 -0.52 0.07 0.34
H 11.2575 20.8688 22.6053 -0.14 -0.16 -0.23
C 19.8834 20.8340 17.1013 1.91 -0.58 0.56
C 21.2590 20.4629 16.3941 -2.29 2.27 -0.22
C 22.2361 19.5423 17.1132 -1.06 -0.91 -0.19
O 23.2071 19.1266 16.1703 -0.84 -0.21 -0.59
C 24.1206 18.1375 16.5554 1.64 0.53 0.47
N 20.7851 19.9077 15.0045 2.11 -0.76 1.84
H 21.6511 19.8761 14.4857 0.05 -0.27 -0.92
H 20.4931 18.9578 15.1850 -0.08 -0.76 -0.10
H 20.0736 20.3126 14.4130 -0.38 0.84 0.09
H 19.3262 19.9174 17.2952 -0.27 0.17 -0.33
H 19.3377 21.5723 16.5137 -0.04 -0.38 -0.14
H 20.0373 21.2458 18.0987 0.32 0.11 0.14
H 21.7844 21.3842 16.1424 -0.05 0.08 -0.14
H 21.6011 18.7377 17.4842 0.32 -0.72 0.04
H 22.6922 19.9564 18.0124 -0.14 0.63 -0.11
H 24.7871 17.9581 15.7118 -0.40 -0.27 -0.32
H 23.7856 17.1971 16.9932 -0.80 0.04 -0.26
H 24.8235 18.5444 17.2824 -0.07 0.17 0.47
C 22.1239 16.6490 13.2481 0.26 0.19 1.15
C 21.1173 15.6903 14.0468 1.34 1.46 -3.99
C 21.0727 15.8743 15.5060 0.05 -1.15 0.96
O 20.4128 17.0380 15.8460 1.45 0.88 -1.28
C 19.2715 16.9189 16.6238 -0.71 -0.44 1.18
N 19.8090 16.0359 13.2743 0.57 0.26 1.63
H 20.0509 15.9182 12.3008 -0.57 -0.60 -0.41
H 18.9993 15.5685 13.6565 -0.30 -0.80 -0.44
H 19.5569 17.0128 13.3216 0.39 1.35 0.17
H 22.0033 17.6795 13.5822 -0.52 0.04 0.21
H 22.0261 16.7401 12.1663 -0.42 -0.60 -0.06
H 23.1882 16.5070 13.4361 -0.11 -0.77 0.23
H 21.2338 14.6422 13.7710 0.47 0.03 0.15
H 22.0503 15.7874 15.9802 0.64 0.70 -0.53
H 20.7185 14.9185 15.8920 -1.40 0.24 0.56
H 18.9198 17.9321 16.8184 -0.29 -0.28 0.02
H 19.5381 16.4281 17.5599 -0.41 0.09 0.11
H 18.5337 16.3193 16.0907 -0.44 0.04 0.20
C 11.2865 20.6797 13.7179 -0.95 0.74 -0.55
C 10.5463 21.6032 12.6560 0.52 0.50 1.02
C 9.0608 21.8073 12.9075 -1.01 0.67 -0.92
O 8.4537 22.6822 11.9046 2.77 -0.43 -0.61
C 7.0712 22.6566 11.9473 -0.17 -0.56 1.02
N 11.2182 22.9979 12.6720 -0.58 -0.83 0.69
H 12.1458 23.0337 12.2739 0.98 -0.52 -0.67
H 10.6509 23.6781 12.1867 -0.57 0.14 -0.02
H 11.3302 23.2613 13.6406 -0.50 0.39 0.94
H 12.3294 20.9821 13.6223 0.19 -0.60 0.37
H 11.1014 19.6111 13.6089 0.33 -0.03 -1.11
H 10.9172 20.7342 14.7420 0.04 1.21 0.06
H 10.7748 21.2626 11.6462 -0.39 -0.22 0.03
H 8.7221 22.2916 13.8234 0.92 -0.61 0.78
H 8.6464 20.8018 12.8346 -0.40 -0.12 0.06
H 6.7536 23.0214 12.9241 -0.44 0.41 0.03
H 6.8056 21.5995 11.9561 -0.81 -0.06 -0.60
H 6.6783 23.2550 11.1253 -0.08 -0.28 0.11
C 12.6791 17.0833 15.0157 1.03 0.08 0.03
C 12.4846 15.5998 15.3225 -0.10 -0.01 0.01
C 11.4698 14.9474 14.3880 -0.80 -0.98 -1.25
O 12.0273 14.1573 13.3194 1.43 0.52 0.25
C 11.2056 13.6655 12.2622 0.71 0.00 0.29
N 13.8246 14.7375 15.3560 -1.54 1.31 -1.02
H 14.3909 14.9737 14.5536 0.08 0.23 -0.37
H 14.4040 14.8823 16.1705 0.05 0.02 1.08
H 13.5762 13.7681 15.2194 -0.09 -0.44 0.32
H 12.8589 17.3220 13.9675 0.48 -0.45 -0.28
H 13.4902 17.4615 15.6380 0.19 0.15 -0.11
H 11.8393 17.7366 15.2523 -0.41 -0.75 0.63
H 12.0497 15.5240 16.3191 0.35 0.11 0.30
H 10.8984 15.7572 13.9342 -0.30 0.05 0.23
H 10.8061 14.2827 14.9410 -0.20 0.17 0.21
H 10.6882 14.4536 11.7151 -0.57 0.07 0.49
H 10.6103 12.8296 12.6296 -0.57 0.31 -0.13
H 11.8779 13.2537 11.5095 0.27 -0.11 0.21
C 15.0659 17.5942 11.6774 1.08 0.91 -0.72
C 16.0264 18.1148 10.5391 0.35 -1.12 2.34
C 15.2787 18.2418 9.2898 -1.43 0.60 -0.50
O 16.0786 18.7066 8.2814 0.34 0.11 -1.87
C 15.3840 18.6703 6.9971 0.75 1.20 0.94
N 16.7039 19.3833 11.0202 -0.52 -0.77 -0.46
H 16.1817 20.2444 10.9427 -0.82 0.97 -0.49
H 16.9285 19.3074 12.0020 0.42 -0.09 0.55
H 17.5588 19.4557 10.4872 0.40 0.42 0.09
H 15.5986 17.5436 12.6270 0.03 -0.23 0.02
H 14.5997 16.6407 11.4291 0.09 0.12 -0.04
H 14.3168 18.3754 11.8059 -0.28 -0.15 0.01
H 16.9232 17.5190 10.3694 -0.29 -0.72 0.13
H 14.4453 18.9146 9.4919 -0.37 0.36 -0.12
H 14.8321 17.3096 8.9439 -0.03 -0.56 0.63
H 16.1727 18.9206 6.2876 -0.35 -0.38 -0.23
H 14.6381 19.4651 6.9860 -0.05 0.16 -0.01
H 14.8387 17.7466 6.8033 0.49 -0.35 0.08
C 14.7004 26.8276 17.9426 0.18 -0.89 0.38
C 15.9897 26.2739 18.6006 -1.03 1.61 1.94
C 16.7429 25.0759 18.0599 0.71 0.50 -0.52
O 17.9993 25.0379 18.7094 0.15 2.31 -0.64
C 18.6792 23.8150 18.6732 -0.82 -2.21 0.79
N 16.9704 27.4546 18.8629 -0.87 -0.26 -0.65
H 17.0723 28.0004 18.0192 0.83 -0.07 -0.43
H 16.5886 28.1240 19.5157 -0.53 -0.05 0.53
H 17.8122 27.0771 19.2740 0.87 -0.28 -0.29
H 14.2978 27.7510 18.3591 0.67 0.27 0.31
H 13.9391 26.1325 18.2963 -0.24 -0.32 -0.68
H 14.7026 26.9465 16.8591 0.14 -0.37 0.00
H 15.7181 26.1112 19.6436 -0.17 -0.65 0.00
H 16.8876 25.2752 16.9981 0.10 -0.34 -0.44
H 16.2018 24.1352 18.1615 -0.30 0.11 0.17
H 18.0944 23.2632 19.4091 0.71 -1.03 0.03
H 19.7314 23.7766 18.9553 -0.18 1.00 0.43
H 18.6431 23.2633 17.7338 -0.47 0.44 -0.42
N 9.3662 23.1602 16.4869 0.81 -0.49 1.87
O 10.3366 23.2111 15.7178 1.41 0.00 -2.81
O 8.4146 22.4356 16.3135 -1.94 -1.44 -1.92
O 9.4691 23.7353 17.5420 0.15 1.97 2.18
N 14.3341 22.1558 10.9855 -1.90 0.17 1.48
O 13.5776 21.2686 10.6757 -1.31 -1.97 -0.96
O 13.8684 23.0868 11.6824 0.82 1.28 0.12
O 15.5109 22.0888 10.6891 2.79 0.54 -0.35
As 15.9455 15.7034 18.5763 0.09 -0.27 2.77
F 15.8310 17.0995 19.7213 -0.33 -1.68 -1.67
F 15.8380 14.4920 19.8336 0.43 1.00 0.05
F 16.1002 14.3385 17.5050 0.38 0.01 -1.42
F 16.0062 16.8238 17.2031 -0.27 -0.63 0.45
F 17.7258 15.7442 18.7521 -1.42 0.16 -0.44
F 14.1841 15.3840 18.4031 0.94 1.43 -0.48
As 16.0628 21.1146 15.3005 -0.53 1.24 -0.08
F 15.7859 20.2856 13.7390 -0.04 0.25 0.91
F 16.9922 22.3372 14.3055 -0.27 -0.91 0.82
F 16.3786 22.1231 16.7429 0.38 -1.34 -0.99
F 15.0479 19.9522 16.1684 1.01 0.64 -0.66
F 17.4881 20.0848 15.5324 -0.96 0.97 -0.17
F 14.6423 22.1401 15.1225 0.61 -0.77 -0.53
C 20.5586 20.0026 11.4753 -0.96 -1.46 1.42
O 21.6308 20.5045 12.3239 -0.61 0.73 0.70
O 19.7617 19.0674 12.1754 0.96 2.19 -1.19
C 19.7071 21.2123 10.7662 4.28 1.18 2.69
F 18.9896 22.0153 11.6032 -0.30 -1.09 -0.60
F 20.6237 22.1524 10.2014 -1.35 -1.65 0.21
F 18.9941 20.6791 9.8323 -1.32 0.13 -1.29
C 22.9784 20.5473 11.8411 0.07 -0.05 -0.42
C 24.0926 20.6643 12.9050 0.09 -1.01 -1.03
H 24.1544 19.7427 13.4837 -0.62 0.42 1.01
H 25.0317 20.4986 12.3772 0.08 0.37 -0.65
H 24.2613 21.6179 13.4054 -0.67 -0.27 0.36
H 23.1236 21.3441 11.1117 -0.27 0.18 -0.06
H 23.1122 19.6062 11.3077 0.36 -0.17 -0.16
H 21.0601 19.5130 10.6405 0.09 0.08 -0.58
C 19.4833 20.1080 21.2120 0.25 4.07 0.04
O 18.5954 19.9965 22.3206 -1.84 -1.85 -0.33
O 20.0838 21.3919 21.2976 0.25 -3.36 -0.40
C 20.2992 18.7463 20.9494 0.07 3.85 3.10
F 20.6121 18.0489 22.0477 0.37 -0.19 0.47
F 19.6668 17.9621 20.1762 -2.50 -2.72 -2.45
F 21.4126 19.0374 20.3033 2.15 0.34 -0.78
C 17.2838 19.3668 21.9734 0.18 1.09 1.58
C 16.2922 19.3837 23.2383 1.83 -0.29 -1.30
H 15.2597 19.4272 22.8918 0.06 -0.06 0.01
H 16.4561 18.5008 23.8562 -0.11 0.06 0.05
H 16.5347 20.2737 23.8190 -0.11 0.00 -0.03
H 17.4312 18.3857 21.5219 -0.06 -0.16 0.28
H 16.7707 19.9892 21.2404 0.28 0.24 -0.39
H 18.9065 20.2144 20.2932 -0.79 -0.83 -0.62
C 9.7106 17.4590 17.7963 2.88 0.57 1.57
O 9.4773 16.2731 18.5305 -0.59 -2.00 0.13
O 11.1285 17.6381 17.7254 -2.96 -0.34 -0.85
C 8.9203 17.5474 16.4751 0.49 2.83 1.01
F 9.6094 18.3763 15.6370 0.04 -0.51 -0.62
F 8.6292 16.4394 15.8932 0.34 -2.51 -1.67
F 7.7222 18.1670 16.5996 -0.17 0.17 0.64
C 8.2124 15.5361 18.5738 1.56 0.37 -0.62
C 8.1532 14.6649 19.8179 -0.40 1.30 0.76
H 7.1117 14.3530 19.8956 0.10 -0.59 0.08
H 8.8739 13.8718 20.0173 -0.08 -0.16 -0.91
H 8.3042 15.3179 20.6775 -0.08 0.24 0.10
H 8.1588 14.9194 17.6766 -0.11 -0.12 -0.11
H 7.3665 16.2224 18.5339 -0.12 0.10 0.26
H 9.2491 18.2134 18.4335 -0.12 0.83 -0.14
C 12.0399 24.9648 24.1854 -0.88 3.67 -0.56
O 12.0148 24.2939 22.8771 -0.69 0.45 0.52
O 11.4711 26.2159 24.0520 0.87 -2.93 1.04
C 11.5286 23.9455 25.1911 -0.72 1.40 -0.31
F 10.2788 23.7018 25.0276 -3.41 -1.13 -0.77
F 12.1554 22.7665 25.1672 0.97 -0.63 0.05
F 11.5889 24.4286 26.4419 1.04 0.22 0.79
C 13.1563 24.5179 22.1690 2.91 -2.41 -0.02
C 13.0820 24.0886 20.7106 -1.51 1.22 0.36
H 12.4434 23.2138 20.5880 0.55 -0.38 -0.02
H 12.4898 24.8791 20.2495 -0.03 0.14 -0.59
H 14.0650 24.0603 20.2406 0.05 -0.40 0.02
H 13.8876 23.8704 22.6528 0.66 -0.82 -0.06
H 13.8018 25.3944 22.2269 -1.22 1.51 0.23
H 13.0191 25.0441 24.6576 1.57 0.09 -0.86
```
Forces are in eV/Å.

As for the HOMO energy: -4.39 eV. For the HOMO-LUMO gap, the calculation gives 0.0856 hartree. The net charge is 0. As for the molecular weight: 1795.33 g/mol. For the maximum force, the calculation gives 0.101 Eh/bohr.